# 1
Molecular formula: C4H12N2S
Method: DFT, ωB97M-V with the def2-TZVPD basis set

Calculated values
- Kohn-Sham gap (eV) = 9.593
- HOMO level (eV) = -8.66
- molar mass (g/mol) = 120.22
- energy (eV) = -18157.43032
- SMILES = CN[C@@H](CN)CS
- ΔE to the lowest compared entry with this formula, charge and spin (kcal per mole) = 13.6

```
19
Properties=species:S:1:pos:R:3:forces:R:3
C -1.895792 1.130522 1.177420 0.5 0.0 -0.3
N -1.426678 0.544692 -0.062786 -0.1 -0.1 -0.4
C -0.037175 0.095510 -0.032972 0.0 -0.5 0.1
C 0.085386 -1.399654 -0.409702 -0.1 0.4 -0.5
N 1.131571 -2.202803 0.195111 -0.2 -0.2 0.5
C 0.780595 1.003672 -0.927100 1.4 0.4 0.2
S 2.563295 1.050321 -0.385319 -0.3 0.0 0.0
H -1.853326 0.421209 2.002307 -0.1 0.0 0.4
H -2.900003 1.505691 1.051207 -0.3 0.1 0.0
H -1.245467 1.970912 1.404595 0.0 0.2 0.2
H -2.040544 -0.197530 -0.365748 0.0 0.0 0.0
H 0.377322 0.195278 0.978316 -0.2 0.0 0.1
H -0.869403 -1.864262 -0.190557 -0.1 -0.3 0.3
H 0.142684 -1.457681 -1.497332 0.3 0.0 -0.2
H 0.795908 -2.523776 1.099091 0.3 0.0 -0.1
H 2.009866 -1.718256 0.353599 -0.2 0.2 -0.2
H 0.404243 2.018207 -0.864177 -0.1 0.1 0.0
H 0.870742 0.720968 -1.968766 -0.6 -0.2 -0.2
H 3.106785 0.706978 -1.557180 0.0 0.0 0.0
```
Positions in Å, forces in eV/Å.

=====

# 2
Molecular formula: C4H12N2S
Method: DFT, ωB97M-V with the def2-TZVPD basis set

Calculated values
- Kohn-Sham gap (eV) = 9.557
- HOMO level (eV) = -8.67
- molar mass (g/mol) = 120.22
- energy (eV) = -18156.58936
- SMILES = CNC[C@H](N)CS
- ΔE to the lowest compared entry with this formula, charge and spin (kcal per mole) = 33.0

```
19
Properties=species:S:1:pos:R:3:forces:R:3
C 0.780059 -0.545903 -2.602018 -1.8 -0.4 1.3
N 0.572107 -0.582165 -1.149807 -0.3 0.1 1.2
C -0.595899 0.038613 -0.528203 0.1 0.5 0.0
C -0.243065 0.743616 0.790592 1.7 0.2 0.6
N 1.087190 1.394714 0.725671 -2.3 0.8 -0.5
C -0.181008 -0.048350 2.141562 -3.2 -0.3 -1.6
S -1.698484 -1.113621 2.449488 -0.3 -0.7 -0.3
H 1.840629 -0.659317 -2.770538 0.1 0.0 -0.6
H 0.135113 -1.308011 -3.069498 0.6 0.0 -0.4
H 0.352985 0.406499 -2.922888 0.6 0.1 -0.2
H 0.591803 -1.487967 -0.701613 0.6 -0.4 -0.7
H -1.411876 -0.653694 -0.283497 0.2 -0.2 -0.4
H -1.057029 0.793562 -1.179971 0.4 -0.1 0.0
H -1.003886 1.517284 0.898653 -0.1 0.0 0.3
H 1.320275 1.721139 1.643599 0.9 0.0 -0.1
H 1.736855 0.918156 0.139461 0.5 -0.4 0.2
H -0.562643 0.655236 2.866188 1.6 0.5 0.6
H 0.724048 -0.621401 2.284531 0.0 0.2 0.2
H -2.387166 -1.168398 1.268283 0.7 0.2 0.5
```
Positions in Å, forces in eV/Å.

=====

# 3
Molecular formula: C4H12N2S
Method: DFT, ωB97M-V with the def2-TZVPD basis set

Calculated values
- Kohn-Sham gap (alpha / beta) (eV) = 7.478 / 7.446
- HOMO level (alpha / beta) (eV) = -8.25 / -8.02
- molar mass (g/mol) = 120.22
- energy (eV) = -18152.84546
- SMILES = CC(C)=S(=N)=N.C
- ΔE to the lowest compared entry with this formula, charge and spin (kcal per mole) = 119.3

```
19
Properties=species:S:1:pos:R:3:forces:R:3
C -0.558200 -1.849753 1.556956 -0.8 -1.2 -3.4
C -0.695363 -0.980155 0.264842 0.6 0.1 0.4
C 0.030810 -1.341721 -1.015534 -0.6 -0.5 -0.1
S -1.227740 0.689156 0.288836 -0.8 -2.2 -0.9
N -1.224596 1.201706 -1.192116 2.6 -1.9 1.2
N -2.516906 1.111029 1.030119 -0.1 -0.1 1.4
H 0.465227 -2.281228 1.585336 -0.6 0.7 0.6
H -0.899452 -1.202914 2.317891 0.0 0.0 1.5
H -1.257030 -2.796829 1.431532 1.1 2.0 0.3
H -0.719796 -1.350096 -1.793424 -0.6 0.3 -0.4
H 0.402943 -2.389483 -1.081477 0.4 0.9 0.7
H 0.706230 -0.564147 -1.383419 0.3 -0.4 0.3
H -1.974421 1.803398 -1.203444 -2.3 2.1 -0.4
H -2.742273 0.798770 2.004573 0.8 0.2 -1.3
C 2.373594 1.808208 -0.583322 3.1 1.2 0.3
H 3.242493 2.537368 -0.466947 -1.1 -0.6 0.2
H 2.880389 0.861078 -0.480047 -0.1 -0.6 -0.7
H 1.975664 2.069975 -1.536235 -0.8 -0.4 -0.5
H 1.738436 1.875645 0.255879 -1.1 0.5 0.6
```
Positions in Å, forces in eV/Å.

=====

# 4
Molecular formula: C4H12N2S
Method: DFT, ωB97M-V with the def2-TZVPD basis set

Calculated values
- spin multiplicity = 2
- Kohn-Sham gap (alpha / beta) (eV) = 9.982 / 5.201
- HOMO level (alpha / beta) (eV) = -13.18 / -13.08
- molar mass (g/mol) = 120.22
- <S²> = 0.7545
- charge = +1
- energy (eV) = -18148.74674
- ΔE to the lowest compared entry with this formula, charge and spin (kcal per mole) = 42.8

```
19
Properties=species:S:1:pos:R:3:forces:R:3
C -0.873306 0.086739 1.000436 0.5 -0.6 0.0
N 0.031324 -0.085675 -0.143154 -1.6 1.2 1.1
C 1.160768 0.798731 -0.248136 -0.4 -0.8 -1.1
C 2.250057 0.268008 -1.214961 -0.4 0.6 -0.6
S 3.901988 0.778180 -0.725625 0.1 -0.3 0.3
C -2.268626 -0.419164 0.743541 -1.1 -0.7 1.7
N -2.424616 -1.886128 0.649997 1.0 0.2 -1.4
H -0.871250 1.128488 1.335553 0.1 0.1 -0.3
H -0.445173 -0.459234 1.849659 0.1 -0.1 0.0
H -0.583525 -0.331499 -0.920766 1.0 -0.3 -0.7
H 0.672336 1.675527 -0.719651 0.5 0.2 0.3
H 1.543408 1.016738 0.739858 0.0 0.1 0.2
H 2.062231 0.712895 -2.189603 -0.1 -0.2 -0.1
H 2.162015 -0.810298 -1.360995 0.4 0.1 0.4
H 3.662580 2.092304 -0.842465 0.0 0.0 -0.1
H -2.885716 0.112802 0.013217 0.5 0.1 -0.2
H -2.729626 -0.217370 1.720658 -0.2 0.6 -0.2
H -2.848191 -2.121816 -0.243837 -0.4 0.0 0.2
H -1.516679 -2.339229 0.556275 0.0 -0.1 0.5
```
Positions in Å, forces in eV/Å.

=====

# 5
Molecular formula: C4H12N3
Method: DFT, ωB97M-V with the def2-TZVPD basis set

Calculated values
- spin multiplicity = 2
- Kohn-Sham gap (alpha / beta) (eV) = 8.915 / 7.539
- HOMO level (alpha / beta) (eV) = -8.10 / -8.10
- molar mass (g/mol) = 102.16
- <S²> = 0.7553
- energy (eV) = -8805.56105
- ΔE to the lowest compared entry with this formula, charge and spin (kcal per mole) = 126.6

```
19
Properties=species:S:1:pos:R:3:forces:R:3
C 1.290433 -1.305649 0.881952 -0.2 0.0 1.0
C 2.598335 -1.198697 1.101961 0.2 -0.1 0.0
N 0.446278 -2.200046 1.534480 0.5 -0.2 -0.6
H 0.743106 -0.611771 0.270253 0.3 0.1 -0.4
H 3.200898 -0.396447 0.703844 -0.1 -0.1 -0.3
H 3.109042 -1.909687 1.743557 -0.1 0.1 0.1
H 0.782496 -2.538562 2.418067 -0.2 -0.1 0.1
H -1.400366 -1.006374 -0.080678 0.4 -0.3 0.3
H -0.534994 -2.005325 1.470393 0.0 0.0 0.3
C -0.974091 2.193519 -2.320168 -0.7 0.0 -2.2
N -0.217232 1.496601 -1.300877 -2.5 -3.5 1.3
C -1.229825 1.108882 -0.263251 -0.8 0.8 5.0
N -1.613700 -0.232036 0.571720 -1.0 0.3 -3.6
H -0.367908 2.548257 -3.161370 0.5 -0.1 0.5
H -1.734099 1.594965 -2.857564 0.1 0.0 0.5
H -1.488898 3.080415 -1.943546 0.1 -0.1 0.4
H -0.486914 0.419667 -1.228947 2.4 0.5 -3.2
H -2.114468 1.730366 -0.161617 0.3 0.4 0.2
H -0.641954 0.902700 0.676784 0.7 2.1 0.5
```
Positions in Å, forces in eV/Å.

=====

# 6
Molecular formula: C4H12N3
Method: DFT, ωB97M-V with the def2-TZVPD basis set

Calculated values
- Kohn-Sham gap (eV) = 10.149
- HOMO level (eV) = -13.45
- molar mass (g/mol) = 102.16
- charge = +1
- energy (eV) = -8803.12554
- ΔE to the lowest compared entry with this formula, charge and spin (kcal per mole) = 106.3

```
19
Properties=species:S:1:pos:R:3:forces:R:3
C -0.263511 -1.417344 -1.423360 0.6 -0.7 -2.1
C 0.646825 -1.590637 0.402583 -1.1 -0.7 -0.5
C -0.816159 1.926395 1.585900 0.3 3.6 2.0
C 0.497426 1.332531 -0.306050 0.9 0.4 0.7
N -0.620879 -2.140628 -0.193875 0.6 -2.0 -0.2
N 0.824155 -0.684989 -0.712539 0.0 0.6 -1.2
N -0.590965 1.858074 0.181566 1.9 -1.7 1.4
H 0.328107 -2.073762 -2.225870 -2.0 1.3 1.2
H -1.091566 -0.765551 -1.875330 1.2 -1.0 0.4
H 0.515258 -1.039726 1.296246 -0.3 0.2 1.2
H 1.463067 -2.249630 0.467135 0.9 -1.2 0.4
H -1.218092 1.020290 2.030229 -0.6 0.4 -0.1
H 0.076578 2.252079 2.201635 -0.1 -1.1 -1.2
H -1.301944 2.950527 1.710265 -0.8 -1.9 0.4
H 0.334489 1.285796 -1.312628 1.2 0.4 -2.8
H 1.474361 1.390702 0.242546 -1.3 -0.1 -0.7
H 1.690869 -0.844072 -1.260983 -0.5 0.6 0.9
H -0.623269 -3.220606 -0.350000 0.0 2.7 0.6
H -1.324751 2.010553 -0.457471 -1.2 0.2 -0.5
```
Positions in Å, forces in eV/Å.

=====

Results for largest force on an atom: 1.44; 3.54; 3.69; 2.32; 5.10; 4.10 (in eV/A, following the order of the records).